Record 1
The following is a quantum chemistry calculation of a cluster of 9 separate species, C25H64IN4O10P in total at a distorted geometry, from OMol25.

Results
Gap between HOMO and LUMO = 0.28652 hartree
Largest force on an atom = 7.49 eV/Å
Molar mass = 738.68 g mol⁻¹
Electronic energy = -2601.18254 hartree

Atoms and positions in Å:
I1 0.561 -1.843 5.066
P1 1.189 1.711 -0.776
O1 4.000 2.797 1.633
O2 0.125 8.129 3.137
O3 2.243 -6.224 -0.397
O4 -5.179 2.045 1.618
O5 3.969 -4.769 -2.674
O6 2.288 3.030 -3.424
O7 -0.146 -0.859 -2.128
O8 4.260 -8.169 -1.959
O9 2.445 4.321 1.427
O10 -7.161 4.688 1.296
N1 -0.698 -0.295 1.064
N2 1.746 2.118 2.075
N3 0.174 0.547 1.729
N4 2.488 1.022 -1.373
C1 -7.422 1.424 0.995
C2 -7.622 5.381 2.454
C3 3.091 4.893 -4.738
C4 -1.984 -0.502 3.849
C5 1.038 1.438 1.090
C6 -2.753 0.716 3.159
C7 3.162 -6.502 0.658
C8 -0.218 -1.706 1.006
C9 -6.446 1.652 2.131
C10 -0.330 -0.717 -3.535
C11 3.355 3.479 -4.256
C12 3.526 -5.223 1.385
C13 3.762 -9.500 -1.930
C14 5.161 -2.674 -2.491
C15 2.558 -9.633 -2.843
C16 1.328 1.662 3.332
C17 5.260 -4.166 -2.746
C18 -0.252 6.900 1.095
C19 -9.137 5.358 2.513
C20 -0.487 -0.124 4.265
C21 -0.553 -2.072 -4.177
C22 2.754 3.148 1.697
C23 -0.074 8.263 1.734
C24 0.288 0.629 3.130
C25 1.333 -1.898 1.245
H1 -7.198 4.889 3.330
H2 -7.531 5.133 0.524
H3 -0.607 0.639 5.093
H4 0.553 -0.226 -3.956
H5 1.761 -8.952 -2.532
H6 -6.808 2.433 2.808
H7 -1.428 -2.562 -3.745
H8 5.893 -4.641 -1.996
H9 4.226 -5.422 2.200
H10 3.415 -4.353 -3.345
H11 1.635 -2.936 0.906
H12 2.632 -4.750 1.797
H13 -3.744 0.912 3.671
H14 -0.962 8.878 1.580
H15 4.563 -10.165 -2.256
H16 2.673 -5.603 -1.001
H17 1.479 3.057 -3.948
H18 -5.310 2.862 1.119
H19 0.787 8.786 1.305
H20 -2.957 0.396 2.098
H21 1.614 -1.844 2.333
H22 -7.250 6.409 2.421
H23 0.628 6.274 1.267
H24 -8.399 1.116 1.375
H25 -0.887 0.010 0.108
H26 3.455 2.792 -5.102
H27 -2.515 -0.747 4.812
H28 -2.188 1.690 3.216
H29 -0.757 -2.316 1.791
H30 5.686 -4.365 -3.734
H31 1.698 2.045 4.317
H32 -6.308 0.734 2.706
H33 3.085 1.742 -1.786
H34 0.302 -2.730 -3.999
H35 4.052 -6.975 0.233
H36 0.917 7.593 3.268
H37 3.906 5.248 -5.371
H38 3.497 -9.756 -0.898
H39 6.145 -2.203 -2.538
H40 -9.567 5.831 1.626
H41 2.158 4.939 -5.307
H42 4.275 3.441 -3.671
H43 -7.048 0.652 0.317
H44 -0.412 6.992 0.018
H45 -9.501 5.880 3.400
H46 1.985 -1.148 0.709
H47 -0.004 1.173 -1.365
H48 1.215 3.141 -0.931
H49 -0.458 -2.201 0.017
H50 4.725 -2.481 -1.508
H51 2.824 -9.366 -3.868
H52 -1.194 -0.071 -3.696
H53 -9.504 4.329 2.535
H54 -7.545 2.334 0.404
H55 2.689 -7.209 1.341
H56 4.509 -2.197 -3.228
H57 -2.041 -1.411 3.198
H58 2.982 5.571 -3.889
H59 0.626 -1.423 -1.990
H60 3.547 -7.586 -1.661
H61 3.981 -4.504 0.698
H62 2.170 -10.654 -2.834
H63 -1.105 6.379 1.535
H64 -0.701 -1.974 -5.254

***

Record 2
The following is a quantum chemistry calculation of a structure of composition C25H17N5O2S2V at a distorted geometry, from OMol25.

Results
Gap between HOMO and LUMO (spin up / spin down) = 0.25455 / 0.25370 hartree
Largest force on an atom = 2.58 eV/Å
2S+1 = 3
Energy relative to the best compared isomer or geometry (same formula, charge and spin) = 15.7 kcal per mole
Molar mass = 534.52 g mol⁻¹
Electronic energy = -3127.36770 hartree
Total charge = +1

Atoms and positions in Å:
V1 -0.082 -0.369 -0.999
S1 4.187 -1.506 -1.486
S2 1.206 -2.190 -1.781
O1 -1.399 -1.753 -1.351
O2 -1.807 0.562 -1.151
N1 2.186 0.069 -1.018
N2 0.174 1.543 -0.374
N3 -2.889 -0.117 -1.344
N4 -2.647 -1.350 -1.446
N5 0.040 -0.728 0.886
C1 -5.026 -1.886 -1.569
C2 5.811 2.019 -0.323
C3 0.191 0.377 1.660
C4 0.184 3.917 -0.467
C5 -0.020 -2.028 2.881
C6 -3.359 -3.586 -2.021
C7 -5.698 -4.117 -2.162
C8 -4.370 -4.501 -2.263
C9 0.349 2.830 1.667
C10 0.258 1.618 0.966
C11 3.322 0.821 -0.745
C12 4.524 0.118 -0.949
C13 0.238 0.347 3.059
C14 -6.023 -2.811 -1.815
C15 -3.697 -2.286 -1.679
C16 3.396 2.144 -0.311
C17 0.118 2.658 -1.073
C18 4.632 2.727 -0.106
C19 5.765 0.704 -0.747
C20 0.125 -0.911 3.673
C21 0.382 1.592 3.755
C22 2.492 -1.141 -1.408
C23 0.434 2.773 3.095
C24 -0.059 -1.906 1.494
C25 0.312 4.006 0.900
H1 0.145 -0.997 4.751
H2 -0.104 -3.010 3.323
H3 -2.318 -3.865 -2.102
H4 -5.258 -0.868 -1.295
H5 0.371 4.973 1.383
H6 0.441 1.568 4.835
H7 2.505 2.726 -0.138
H8 0.525 3.702 3.643
H9 -7.058 -2.510 -1.730
H10 -4.112 -5.515 -2.535
H11 0.013 2.558 -2.147
H12 -6.483 -4.836 -2.354
H13 0.131 4.804 -1.081
H14 6.766 2.500 -0.164
H15 4.677 3.756 0.227
H16 6.674 0.143 -0.918
H17 -0.164 -2.771 0.854

***

Record 3
The following is a quantum chemistry calculation of the ion C17H20N3O2S with charge +1, from OMol25.

Results
Gap between HOMO and LUMO = 0.30168 hartree
Largest force on an atom = 0.87 eV/Å
Molar mass = 330.43 g mol⁻¹
Electronic energy = -1372.49027 hartree
SMILES = COc1ccc(CC[NH2+]c2ncnc3sc(C)cc23)cc1OC
Total charge = +1

Atoms and positions in Å:
S1 4.133 -1.289 -0.697
O1 -2.190 -1.946 1.145
O2 -3.716 -1.647 -1.281
N1 3.415 1.115 -1.703
N2 0.418 1.654 1.157
N3 1.668 2.349 -0.729
C1 1.486 1.417 0.173
C2 -2.787 -3.170 0.751
C3 3.229 0.173 -0.801
C4 3.483 -3.113 1.314
C5 3.189 -1.807 0.684
C6 -3.567 0.752 -0.978
C7 -2.564 -0.764 0.600
C8 -2.106 0.348 1.308
C9 -3.303 -0.556 -0.586
C10 -0.281 2.962 1.060
C11 -2.362 1.658 0.888
C12 -3.092 1.844 -0.270
C13 -4.555 -1.474 -2.403
C14 -1.704 2.802 1.609
C15 2.231 0.243 0.221
C16 2.237 -0.907 1.048
C17 2.626 2.161 -1.634
H1 -4.044 -0.938 -3.207
H2 -5.478 -0.952 -2.136
H3 0.282 3.723 1.599
H4 -1.676 2.616 2.684
H5 2.761 2.941 -2.368
H6 -3.307 2.839 -0.624
H7 -2.248 3.729 1.440
H8 -4.147 0.932 -1.868
H9 -1.675 0.140 2.279
H10 -2.502 -3.447 -0.264
H11 -2.404 -3.907 1.455
H12 4.519 -3.148 1.648
H13 -3.874 -3.125 0.826
H14 1.562 -1.072 1.869
H15 3.350 -3.919 0.593
H16 -0.308 3.234 0.003
H17 -0.364 0.934 1.030
H18 2.830 -3.287 2.164
H19 0.794 1.514 2.100
H20 -4.795 -2.481 -2.739

***

Record 4
The following is a quantum chemistry calculation of a structure of composition C48H33FNO21S2, from OMol25.

Results
Gap between HOMO and LUMO = 0.23051 hartree
Largest force on an atom = 0.31 eV/Å
Molar mass = 1042.91 g mol⁻¹
Electronic energy = -4379.78541 hartree
Total charge = -1

Atoms and positions in Å:
S1 2.545 2.558 0.463
S2 4.733 4.234 0.484
F1 4.454 5.786 0.180
O1 2.084 2.897 1.774
O2 5.949 3.990 -0.229
O3 -6.897 -1.691 -1.773
O4 -0.830 0.407 3.973
O5 5.454 -0.630 3.315
O6 1.870 5.073 -3.019
O7 -4.779 2.465 0.833
O8 5.383 1.339 -1.846
O9 -4.253 -1.410 -6.615
O10 5.620 -5.507 4.601
O11 2.911 0.329 -6.423
O12 0.931 10.011 -1.355
O13 -8.729 4.737 -1.859
O14 -1.977 -1.519 -1.835
O15 3.509 1.280 0.683
O16 -7.004 -6.760 -0.254
O17 4.735 4.131 1.907
O18 -5.478 -1.648 2.516
O19 1.005 -3.227 4.546
O20 10.563 -7.387 4.349
O21 1.560 2.169 -0.509
N1 3.496 3.609 -0.264
C1 2.929 1.554 -4.407
C2 -6.930 -2.854 -1.425
C3 -1.679 -1.392 -4.169
C4 6.753 -5.933 4.541
C5 -7.222 -5.214 -2.013
C6 8.263 -7.866 4.482
C7 -4.412 -1.182 2.876
C8 0.272 6.685 -2.397
C9 2.026 -2.620 4.271
C10 -3.256 -2.053 3.193
C11 1.979 -1.285 3.639
C12 -4.230 0.283 2.982
C13 -4.544 -1.500 -4.280
C14 -7.822 4.219 -1.245
C15 -6.793 3.683 0.919
C16 9.163 -5.493 4.397
C17 0.039 7.926 -1.983
C18 3.360 -3.205 4.556
C19 -6.700 -4.507 0.370
C20 -5.718 2.957 -1.265
C21 9.432 -6.953 4.405
C22 -6.710 3.527 -1.943
C23 -5.682 2.990 0.219
C24 4.742 -0.108 -5.015
C25 -7.785 4.253 0.240
C26 -7.198 -3.942 -2.399
C27 1.152 8.874 -1.719
C28 -1.902 -0.058 3.656
C29 -6.680 -3.233 -0.014
C30 3.086 -0.618 3.317
C31 2.535 8.379 -1.919
C32 2.769 7.136 -2.330
C33 -2.254 -1.369 -5.368
C34 -2.494 -1.480 -2.929
C35 3.538 1.825 -3.255
C36 -6.978 -5.597 -0.596
C37 3.473 0.575 -5.373
C38 7.922 -5.019 4.460
C39 -3.063 0.809 3.339
C40 4.422 -1.202 3.596
C41 -2.087 -1.533 3.557
C42 7.022 -7.394 4.543
C43 1.658 6.193 -2.615
C44 5.358 0.150 -3.866
C45 -3.731 -1.426 -5.519
C46 -3.971 -1.527 -3.081
C47 4.800 1.126 -2.888
C48 4.468 -2.542 4.244
H1 -0.606 -1.351 -4.031
H2 -0.959 8.312 -1.819
H3 -5.086 0.888 2.720
H4 10.031 -4.850 4.336
H5 -6.742 3.695 2.001
H6 -1.219 -2.140 3.794
H7 5.122 -0.818 -5.740
H8 8.488 -8.925 4.484
H9 -7.371 -3.638 -3.424
H10 3.134 2.528 -2.534
H11 5.451 -2.947 4.435
H12 -4.895 2.444 -1.745
H13 -7.416 -6.030 -2.698
H14 3.328 9.083 -1.702
H15 -6.466 -2.422 0.670
H16 -4.542 -1.563 -2.163
H17 3.768 6.743 -2.470
H18 -2.892 1.877 3.394
H19 6.152 -8.035 4.600
H20 6.283 -0.331 -3.573
H21 7.704 -3.959 4.451
H22 -3.420 -3.119 3.103
H23 -6.512 -4.806 1.393
H24 -5.620 -1.523 -4.408
H25 4.252 1.341 0.060
H26 3.059 0.354 2.838
H27 0.990 -0.888 3.457
H28 2.004 2.039 -4.693
H29 3.377 -4.184 5.017
H30 -8.607 4.765 0.723
H31 -0.519 5.973 -2.597
H32 -6.762 3.517 -3.024
H33 -1.686 -1.307 -6.288

***

Record 5
The following is a quantum chemistry calculation of a structure of composition C42H62BF2GeN4O2P3S4Ti at a distorted geometry, from OMol25.

Results
Gap between HOMO and LUMO (spin up / spin down) = 0.21830 / 0.16569 hartree
Largest force on an atom = 3.19 eV/Å
2S+1 = 2
Energy relative to the best compared isomer or geometry (same formula, charge and spin) = 66.2 kcal per mole
Molar mass = 1045.46 g mol⁻¹
Electronic energy = -7774.89860 hartree
Total charge = +1

Atoms and positions in Å:
Ge1 -0.349 0.348 0.750
Ti1 1.080 -1.191 -0.962
S1 2.772 -0.780 -5.734
S2 2.503 -0.317 -2.757
S3 0.678 -2.871 -5.705
S4 0.281 -2.633 -2.743
P1 -0.721 0.454 -2.465
P2 2.822 0.543 0.237
P3 -0.721 -2.927 0.360
F1 1.790 -3.967 -0.422
F2 3.351 -2.976 -1.672
O1 3.588 -2.899 0.723
O2 1.873 -2.003 -7.885
N1 0.992 0.791 2.222
N2 -1.922 -0.670 1.486
N3 -1.387 1.732 2.330
N4 -1.047 2.010 -0.205
C1 -2.174 -2.032 1.097
C2 0.490 -2.600 2.828
C3 -1.023 3.185 0.495
C4 -3.797 2.260 2.548
C5 -0.840 5.566 0.796
C6 1.112 -2.152 -4.169
C7 2.380 0.495 2.035
C8 -1.001 2.087 -1.637
C9 0.574 1.858 -4.537
C10 -0.692 1.049 -4.252
C11 -0.977 4.150 2.725
C12 -1.431 1.571 4.803
C13 -2.370 -0.445 -2.277
C14 -0.802 1.405 3.586
C15 0.570 0.841 5.899
C16 0.518 0.932 3.496
C17 -0.917 4.472 -0.044
C18 2.672 3.340 0.980
C19 -2.754 -1.238 -3.527
C20 1.202 0.659 4.683
C21 -0.014 -3.719 1.920
C22 -0.827 5.413 2.173
C23 2.061 -1.177 -4.182
C24 -4.341 -0.394 1.910
C25 3.426 2.809 -1.367
C26 -5.106 1.807 2.530
C27 2.561 2.364 -0.189
C28 -1.654 -4.397 -0.355
C29 -2.769 1.391 2.247
C30 -3.017 0.060 1.870
C31 -1.113 3.058 1.893
C32 -0.938 -4.674 2.674
C33 -1.898 1.868 -4.713
C34 5.505 1.240 1.118
C35 -5.361 0.476 2.245
C36 -2.591 -4.053 -1.509
C37 1.794 -1.905 -6.703
C38 -3.539 0.403 -1.783
C39 5.281 -0.200 -0.926
C40 4.661 0.177 0.419
C41 -0.742 1.282 5.969
C42 -0.708 -5.502 -0.812
B1 2.444 -2.763 -0.658
H1 -0.654 0.119 -4.835
H2 -6.376 0.111 2.262
H3 -1.943 2.509 -2.009
H4 2.223 0.307 4.660
H5 1.178 -1.955 2.270
H6 -1.923 2.836 -4.218
H7 3.108 3.796 -1.698
H8 -1.004 4.021 3.796
H9 6.320 -0.498 -0.788
H10 -2.026 -3.768 -2.393
H11 -3.831 1.160 -2.505
H12 0.845 -4.302 1.580
H13 3.336 2.123 -2.207
H14 4.473 2.883 -1.088
H15 4.446 -2.995 0.277
H16 4.656 -0.715 1.062
H17 -0.334 -1.994 3.207
H18 -2.447 1.935 4.843
H19 -1.925 -1.848 -3.882
H20 -2.989 -2.072 0.361
H21 1.452 1.436 -4.055
H22 1.109 0.629 6.810
H23 1.934 3.123 1.749
H24 -0.780 6.554 0.367
H25 4.741 -1.022 -1.392
H26 3.348 -3.772 1.071
H27 -1.797 2.049 -5.783
H28 -3.177 -4.938 -1.754
H29 -0.174 2.733 -1.981
H30 5.105 1.505 2.092
H31 1.019 -3.013 3.686
H32 -2.131 -1.184 -1.493
H33 1.515 2.383 -0.527
H34 -1.889 -4.221 2.945
H35 -3.081 -0.595 -4.337
H36 3.664 3.347 1.420
H37 -3.578 3.287 2.798
H38 -0.063 -5.856 -0.013
H39 -0.449 -4.968 3.600
H40 5.604 2.137 0.516
H41 -1.129 -5.579 2.105
H42 -3.292 -3.259 -1.260
H43 -4.585 -1.423 1.693
H44 -5.917 2.480 2.755
H45 -2.499 -2.606 1.977
H46 -2.265 -4.752 0.484
H47 -2.850 1.372 -4.549
H48 -0.903 4.626 -1.112
H49 2.663 -0.507 2.406
H50 2.464 4.344 0.614
H51 -1.290 -6.345 -1.178
H52 5.266 0.640 -1.613
H53 -3.315 0.894 -0.838
H54 6.507 0.843 1.272
H55 0.457 2.881 -4.192
H56 -3.579 -1.908 -3.290
H57 0.760 1.889 -5.609
H58 -0.728 6.276 2.813
H59 -0.080 -5.148 -1.625
H60 -1.219 1.416 6.927
H61 -4.401 -0.243 -1.625
H62 2.988 1.232 2.575

***

Record 6
The following is a quantum chemistry calculation of a structure of composition C28H25AuF5NOS at a distorted geometry, from OMol25.

Results
Gap between HOMO and LUMO (spin up / spin down) = 0.25925 / 0.20404 hartree
Largest force on an atom = 3.73 eV/Å
2S+1 = 3
Molar mass = 715.54 g mol⁻¹
Electronic energy = -2244.89326 hartree

Atoms and positions in Å:
Au1 0.181 -0.439 0.712
S1 -1.251 1.160 2.025
F1 -1.680 4.245 6.122
F2 -0.397 2.568 7.876
F3 0.270 -0.606 4.532
F4 0.544 0.154 7.015
F5 -2.034 3.527 3.516
O1 -0.110 0.124 -1.307
N1 -1.045 1.063 -3.089
C1 -0.101 0.976 6.142
C2 -0.054 2.085 -3.349
C3 -3.591 -2.555 -1.175
C4 -0.963 -1.874 2.196
C5 1.339 1.584 -3.658
C6 -1.906 -1.549 1.204
C7 1.626 0.932 2.011
C8 2.414 0.055 0.052
C9 -0.574 2.199 6.583
C10 -1.402 2.663 4.351
C11 2.723 -0.040 -4.787
C12 -1.134 0.266 -2.008
C13 -1.463 -2.052 -0.033
C14 -2.411 -0.434 -1.691
C15 -0.226 -2.704 0.196
C16 -1.225 3.043 5.691
C17 1.853 1.207 0.644
C18 -1.470 -2.623 -2.476
C19 1.471 0.458 -4.469
C20 0.067 -2.612 1.572
C21 2.483 2.203 -3.171
C22 3.864 0.586 -4.301
C23 2.025 -0.390 2.255
C24 -0.934 1.423 3.862
C25 3.739 1.707 -3.496
C26 -2.205 -1.922 -1.336
C27 2.510 -0.934 1.042
C28 -0.266 0.582 4.810
H1 0.930 -3.029 2.060
H2 0.585 -0.033 -4.857
H3 -4.235 -1.945 -0.547
H4 2.422 3.086 -2.550
H5 -4.078 -2.676 -2.144
H6 -2.777 -0.942 1.363
H7 -0.020 2.775 -2.506
H8 4.844 0.202 -4.553
H9 1.942 -0.910 3.194
H10 2.810 -0.914 -5.418
H11 -1.021 -1.601 3.235
H12 -1.924 -2.365 -3.433
H13 -3.506 -3.537 -0.713
H14 0.384 -3.193 -0.544
H15 -1.574 0.721 -3.876
H16 -0.427 2.671 -4.188
H17 -3.122 -0.350 -2.509
H18 1.163 1.598 2.716
H19 -1.526 -3.704 -2.366
H20 2.866 -1.940 0.894
H21 4.617 2.212 -3.117
H22 2.661 -0.068 -0.989
H23 -0.420 -2.344 -2.515
H24 -2.840 0.092 -0.839
H25 1.583 2.117 0.138